(1)
This record from the Open Molecules 2025 dataset describes 12 unconnected molecules or ions with the total composition C6H36O11 in a non-equilibrium geometry. The level of theory is ωB97M-V/def2-TZVPD.

The geometry in XYZ format:
```
53
Properties=species:S:1:pos:R:3:forces:R:3
O -1.489948 -0.065763 -4.108475 -0.9 -0.6 -0.3
H 2.565245 1.855420 2.246587 1.4 -1.0 1.4
C 2.967278 -1.854097 2.613042 -0.1 0.6 0.4
H -0.444411 -2.334034 -1.613233 -5.1 -0.2 5.9
H 1.897415 -2.718685 0.945945 -0.3 0.0 -0.5
O 0.087259 -2.314899 -2.295580 3.6 -1.0 -9.5
C 2.880769 -2.351762 1.189447 2.3 -1.1 -0.9
H 0.312219 -1.002869 1.226114 0.3 0.7 0.1
C 0.632255 1.161231 1.575092 -2.0 -1.7 0.6
O 0.014290 2.523980 -3.034050 2.6 -0.9 0.6
H 2.142249 -1.301053 -4.180699 0.8 -0.3 -1.3
O -3.305493 1.204652 -2.535521 -1.0 1.2 1.1
H -1.316684 0.857901 -4.056154 0.1 1.9 -0.1
H -2.864253 0.624281 -3.116428 1.7 -1.4 -0.9
O 1.944219 -0.747768 -3.445651 0.1 0.6 -0.1
C 1.167384 -0.319984 1.430596 -1.8 0.8 3.3
H 0.501609 1.830262 -2.480426 -1.2 1.0 -0.7
O -1.669623 -2.088306 -0.283281 1.6 -3.0 -0.4
H 3.275959 -1.566370 0.488488 -0.7 -0.9 0.5
H -4.198313 1.025172 -2.809933 -0.9 0.3 0.2
O 2.293870 1.431284 -1.823934 -0.6 1.5 1.4
H 1.351219 -1.352268 -3.000340 -0.8 -0.2 1.4
O -1.968107 3.244885 -0.307192 -8.7 -1.2 4.9
H -1.630877 -2.401472 0.630999 -0.5 0.9 -0.2
H 1.809884 -0.488994 0.599365 0.8 0.5 -0.3
H 2.814399 -2.723857 3.285998 0.2 0.6 -0.2
H -2.871482 0.969194 -0.550711 -0.9 -0.1 -0.3
H 4.040357 -1.560999 2.669235 -0.9 0.5 0.8
H 0.887274 2.917422 -3.322043 -1.6 0.0 0.0
H -0.598358 -0.353947 -4.019278 1.2 -1.0 0.3
H -2.949926 -0.955367 2.986963 0.0 -0.1 -0.1
H 2.640751 0.882636 -2.493471 0.5 -1.4 -1.3
H -2.890783 1.161918 1.932649 0.9 2.0 -4.2
H -1.942416 -1.617692 3.837664 0.4 -0.2 0.3
H 1.859454 -0.039322 3.601139 0.8 1.7 1.0
H -0.209871 1.097951 2.443270 2.3 0.6 -1.5
O -2.786635 0.332082 0.162922 -0.8 -1.1 1.5
H -3.252261 1.347229 3.308925 -3.2 7.3 7.3
H -2.077540 -1.272294 -0.465830 -1.0 1.9 0.9
H 1.620109 3.175781 1.954270 -0.9 0.6 0.1
H 1.750392 0.865781 -1.270673 0.2 -0.3 0.2
C 1.782004 2.165558 1.642467 -0.4 0.0 -2.3
C 1.741403 -0.788486 2.894033 3.4 -1.0 -5.4
H 1.118804 -1.460209 3.289010 -3.2 -2.2 1.5
H -3.631079 -0.003637 0.598756 1.4 1.1 -1.6
H -0.413670 -2.645571 -3.170183 1.4 1.0 3.5
O -2.647525 -1.844815 3.236029 -0.2 0.0 -0.3
O -3.007729 0.796646 2.738373 2.3 -8.9 -2.9
H -2.613101 2.995502 -0.943975 0.1 0.0 -1.3
H 3.620411 -3.213845 1.039538 -1.0 0.9 0.3
H 2.265024 2.239409 0.624862 -0.6 -0.1 0.8
H -1.178338 3.379036 -0.562511 8.6 1.3 -3.8
H -0.025084 1.303154 0.697793 0.3 0.5 0.2
```
Forces are in eV/Å.

The HOMO energy comes out at -10.20 eV. As for the structure (SMILES): CCCCCC.O.O.O.O.O.O.O.O.O.O.O.

(2)
This record from the Open Molecules 2025 dataset describes 14 unconnected molecules or ions with the total composition C6H36O14 in a non-equilibrium geometry. The level of theory is ωB97M-V/def2-TZVPD.

The geometry in XYZ format:
```
56
Properties=species:S:1:pos:R:3:forces:R:3
C 0.072315 0.792993 0.548494 1.2 0.5 0.4
H 2.044553 -2.389569 3.560713 -0.3 1.8 0.2
C -1.023561 0.951878 1.260391 -0.9 -0.4 0.1
O -3.521809 -0.237212 -0.746273 -0.2 0.7 -0.5
H -2.061142 -3.844156 3.093688 -0.2 0.2 0.1
C -1.510195 2.291614 1.755844 -0.1 0.4 -0.1
H -1.471647 -1.139278 1.197858 -0.1 0.1 -0.2
H -2.525274 2.169641 2.131677 0.1 0.2 0.3
O 1.378951 -1.649074 3.426106 1.0 -2.6 0.2
H 4.032007 0.424037 2.178270 0.7 0.6 -0.4
H 1.796737 -3.679230 1.022523 0.8 -0.6 0.7
H -0.134351 -2.694957 -0.763563 -1.0 1.1 0.2
H 0.731487 -2.293609 3.090553 -0.7 0.9 -0.4
C -3.652290 0.424676 0.256814 0.2 -1.2 0.6
H -1.210088 0.679457 -1.780125 -0.3 -0.4 -0.1
H -2.818739 -3.314473 1.921149 -0.3 -0.1 -1.3
H -0.862038 2.718285 2.527203 -0.2 -0.3 0.1
H -1.274947 2.014099 -1.089922 0.3 -0.1 -0.3
H 3.933730 2.505768 1.345961 -0.4 0.4 -0.3
O 1.442991 3.948877 -0.700880 1.9 -0.9 1.2
H -1.573835 3.093881 1.013681 0.2 -0.3 -0.3
H 1.735739 2.699792 -2.743051 -0.2 -0.3 0.2
H 1.023236 -2.997154 0.074125 0.2 0.2 0.8
O -0.133801 1.575435 -4.614535 1.1 0.0 -1.2
H -1.600961 -0.429569 2.736143 0.0 0.1 0.0
O 3.645971 -0.196800 -2.056412 -0.2 0.2 -0.3
H 2.786431 -2.190493 -1.870386 0.0 0.0 0.9
H -3.806191 0.425607 2.387180 0.2 0.1 0.0
H 2.204944 3.789047 -1.282392 -0.5 0.5 -0.4
O -3.610173 -3.180626 -0.910889 -0.5 -1.8 0.5
H 0.492370 1.658453 -3.883768 -0.4 -0.2 0.0
O -0.893639 1.576317 -1.868224 -0.3 0.6 0.0
H 1.142220 1.470786 -1.995255 -0.4 0.4 0.3
H 2.009483 3.661756 0.097962 -1.4 0.6 -0.7
H -1.008925 1.486378 -4.282932 -0.8 0.0 0.8
H -3.039059 -3.902020 -1.264859 -0.4 1.7 0.1
H 3.328480 3.741686 1.981446 -0.1 0.1 -0.4
O 0.919379 -3.317870 0.991601 -0.4 0.1 -0.7
C -3.365955 -0.194496 1.598377 -0.2 1.6 0.0
O 4.686527 0.964166 1.670702 -0.9 -0.7 0.5
H -3.787219 -1.165980 1.739008 -0.1 -0.7 -0.3
H 3.095923 0.480318 -2.511036 0.0 -0.2 0.4
H 0.644212 1.682565 0.368175 0.3 0.4 -0.3
O 2.013705 -2.528358 -1.367660 0.5 0.3 -1.3
H 4.524740 0.001874 -2.379340 0.4 -0.1 -0.1
H 4.514645 0.697134 0.760649 0.1 -0.2 -0.2
O -0.885356 -2.179075 -1.094970 -0.2 -1.6 -1.4
H -3.413032 -2.296388 -1.214522 0.7 0.0 -0.4
H 1.342909 -2.328870 -2.030029 -0.5 -0.1 0.0
O 3.403311 3.313113 1.114048 0.5 -0.3 0.9
H 0.602592 -0.116153 0.277190 -0.6 -0.3 0.0
H -0.983799 -1.288244 -0.799139 0.6 0.6 0.9
H -3.836684 1.514667 0.276092 -0.2 0.0 -0.5
C -1.839787 -0.234862 1.682721 0.6 -1.0 1.3
O 1.818422 1.743441 -2.625754 0.6 0.0 -0.5
O -2.704851 -3.165953 2.846344 0.5 -0.1 1.0
```
Forces are in eV/Å.

The HOMO energy comes out at -9.60 eV.

(3)
This record from the Open Molecules 2025 dataset describes 12 unconnected molecules or ions with the total composition C6H37NO12 in a non-equilibrium geometry. The level of theory is ωB97M-V/def2-TZVPD.

The geometry in XYZ format:
```
56
Properties=species:S:1:pos:R:3:forces:R:3
H -1.445108 -3.001413 1.801244 0.0 0.3 -0.1
O 3.018746 0.882680 0.060935 -0.5 0.1 0.0
O -0.450986 2.090542 -4.162600 0.1 0.0 -0.1
O 0.686389 0.911017 3.236532 -0.2 -0.6 0.3
H 0.857979 1.950343 1.832825 -0.2 0.3 -0.5
H 3.433429 -0.381181 2.758089 -0.3 -0.1 -0.2
H -2.278072 0.818745 -2.657067 -0.2 0.7 0.0
H -0.629999 -3.967404 0.594121 -0.2 0.0 0.0
O -1.438300 -0.477688 4.299720 -0.3 0.2 -0.3
O -1.112890 -0.402448 -3.195760 0.1 -0.5 0.2
O -2.113254 1.592542 2.111136 0.2 -0.2 0.4
H -0.197767 -0.559003 1.034075 0.0 -0.2 -0.2
H -1.487189 -1.236284 -3.495601 0.0 0.0 -0.1
H 2.791758 -0.152540 1.355189 0.1 -0.1 0.3
H 1.910068 -1.343620 -2.284881 0.7 0.2 -0.1
H 0.573488 0.475114 -0.782260 -0.1 -0.1 0.2
C -1.240353 -2.037138 -0.168822 -0.4 0.1 0.4
H -1.953379 3.553431 -0.284822 0.0 0.0 0.1
H 2.360752 -1.705635 -0.622017 -0.2 0.3 -0.1
O 0.934164 2.349629 0.931214 -0.7 0.0 0.2
H -1.991053 2.253750 -1.182393 -0.1 0.2 0.2
H -1.660744 -1.363917 3.992851 0.1 0.0 0.1
H 1.327767 0.250686 2.888762 0.0 0.2 0.2
H -1.958845 0.107832 3.718627 0.0 -0.2 0.1
H -2.329306 -0.251699 -0.725334 -0.3 -0.2 0.0
H 2.698821 1.034129 -1.976856 -0.1 0.0 -0.1
O -2.593400 1.751730 -2.528205 -0.1 -0.5 0.0
O 0.771091 2.615134 -1.819904 -0.3 -0.4 -0.2
H 2.240412 -3.607948 1.212967 -0.1 0.2 0.1
O 2.665034 -0.637170 2.223022 0.4 0.3 -0.1
H -1.201859 1.618985 2.445305 -0.1 0.1 -0.2
H -0.537099 1.130469 -4.018868 0.1 0.3 -0.2
H 0.745683 -1.972892 0.634217 0.3 0.1 -0.2
H 0.165991 2.376473 -3.459516 -0.2 -0.1 -0.2
H -1.119396 -2.381112 -1.209345 0.0 -0.1 0.3
H 0.019427 2.459020 0.566787 1.0 -0.2 0.6
H -3.399079 -1.672328 -0.368152 0.4 0.3 -0.1
C -1.443897 -3.247291 0.735049 0.4 -0.3 0.0
H -2.154639 2.203623 -3.277358 0.2 -0.1 0.2
H 2.903018 -2.378982 1.947686 -0.3 -0.5 -0.3
C 1.994719 -0.902929 -1.284994 -0.7 -0.2 -0.1
H 1.396515 3.297402 -1.579480 0.0 0.3 0.3
H 3.976598 -0.074721 -1.421581 -0.4 0.1 -0.2
C 2.951678 0.281848 -1.232580 0.6 -0.3 0.0
O 3.022153 -3.316848 1.684647 0.4 0.1 0.1
O -1.565507 2.672384 -0.348714 -0.2 0.0 -0.6
H 0.062063 0.358312 3.766760 0.3 0.4 -0.3
H -2.052024 1.824804 1.166998 0.0 0.0 0.3
H -2.392205 -3.740468 0.528028 0.0 -0.1 -0.1
H -0.065622 2.726946 -1.312238 0.7 0.3 -0.2
N 0.593849 -0.527841 -0.933628 0.5 -0.2 0.3
C 0.030239 -1.264865 0.217425 -0.5 0.4 -0.1
H 2.261726 1.512065 0.201005 0.3 -0.3 -0.1
C -2.473636 -1.135144 -0.092214 0.0 0.1 -0.2
H -2.608349 -0.745820 0.917467 0.0 -0.1 0.1
H -0.499612 -0.613330 -2.437492 0.0 0.2 0.1
```
Forces are in eV/Å.

The HOMO energy comes out at -9.76 eV. As for the structure (SMILES): CC(C)CNCCO.O.O.O.O.O.O.O.O.O.O.O.

(4)
This record from the Open Molecules 2025 dataset describes 12 unconnected molecules or ions with the total composition C6H37NO12 in a non-equilibrium geometry. The level of theory is ωB97M-V/def2-TZVPD.

The geometry in XYZ format:
```
56
Properties=species:S:1:pos:R:3:forces:R:3
H -1.894605 -1.897272 1.417640 -0.2 0.0 0.4
H 1.549682 -0.279250 -4.052576 -0.3 0.0 -0.3
O -4.772037 -1.203655 0.025611 -0.4 -0.5 -0.1
H 3.269930 2.939357 -2.643798 0.1 0.0 -0.3
H 1.333340 0.662992 -2.936740 -0.4 0.2 0.0
H 3.350137 1.298634 0.542845 0.6 0.8 0.3
H -1.526216 0.706310 0.580505 0.2 0.3 -0.1
C -0.880496 -1.567907 1.670716 -0.5 -2.3 -1.1
H -1.042764 -1.467879 3.835648 0.3 -0.5 -0.3
H -3.186929 2.216992 -0.458381 0.2 -0.2 -0.2
H -2.124698 0.902823 2.288725 0.3 0.2 0.3
O 4.380947 0.794216 2.201421 0.1 -0.3 -0.3
H 0.058443 0.748286 4.072443 0.4 -0.4 0.5
H 0.676812 2.997562 -1.718855 1.3 1.1 0.7
H 2.306109 1.312775 -0.408023 -0.7 0.1 -0.2
H 0.895124 -2.430388 2.316081 0.7 -0.4 -0.7
N -0.371158 -0.992287 0.399578 0.9 1.6 0.9
O 2.907430 1.952272 -0.023595 0.1 -0.2 0.0
H 0.078394 2.432149 -2.992675 0.2 0.1 -1.1
H 0.104456 -3.553444 1.091586 0.1 0.3 -0.3
O 0.086643 2.709590 0.927031 -1.2 0.1 -0.7
H -2.485412 0.616560 3.953478 0.5 -0.3 0.5
H -0.608067 0.637759 -0.968358 0.3 0.0 0.1
O -3.743293 2.792551 0.066549 -0.1 0.0 0.3
H -2.166926 -0.748122 -1.700928 0.4 0.0 0.2
H 3.857386 0.097783 1.794862 -0.7 -0.4 0.2
H -0.022170 1.761181 1.007842 0.1 0.0 0.1
H 1.480556 -0.363895 0.327235 -0.4 -1.2 0.0
H 3.237585 1.686667 -1.874885 0.4 0.0 -0.1
C -2.179676 0.111876 3.042820 -0.7 -0.2 -1.7
C -0.025525 -2.834501 1.892583 -0.1 0.8 1.8
H -3.038743 -0.452993 2.658881 -0.1 -0.1 0.4
H 1.137273 -0.604029 3.455521 0.3 0.5 0.4
O -2.324912 -0.480371 -0.789336 -0.5 0.5 -0.4
H 0.635100 0.797320 2.500966 -0.2 -0.5 -0.5
O 0.816537 0.121161 -3.560101 1.0 0.0 0.1
C -0.923275 -0.797768 2.986244 -0.7 2.7 -0.3
H 1.172747 -4.502576 -2.591357 0.5 -1.2 -0.1
O 3.226019 1.988468 -2.801598 -0.3 0.0 0.3
H 2.539099 -1.414380 -0.273798 -0.6 -0.2 0.0
H 0.562701 -3.213811 -2.560725 0.1 0.5 0.7
O -0.661914 -1.945685 -2.742700 -0.1 0.8 -0.5
H -0.391985 -3.341181 2.789077 -0.5 -0.3 -0.3
H -4.446774 3.064270 -0.524057 -0.1 0.0 -0.1
H -0.076720 -1.177264 -2.992833 -0.2 -0.3 0.2
O 1.255114 -3.708964 -2.079164 -0.4 0.5 -0.4
C -1.139480 0.074034 -0.208174 -0.9 -1.6 0.0
H -3.908911 -1.322899 -0.399593 -0.2 0.4 0.4
H 0.874506 2.924915 1.390878 1.2 0.2 0.6
H -4.746254 -0.337457 0.438163 0.2 0.1 -0.1
C 0.311165 0.077185 3.253008 -0.1 -0.4 0.3
O 2.423306 -0.602795 0.225432 0.9 0.5 0.2
H -1.380693 -1.860958 -3.380697 0.0 -0.3 0.0
H 5.249839 0.496661 1.923561 0.5 0.3 0.2
H -0.275516 -1.769503 -0.240989 0.0 0.1 -0.2
O -0.031072 2.497479 -2.058768 -1.5 -1.1 0.3
```
Forces are in eV/Å.

The HOMO energy comes out at -9.51 eV. As for the structure (SMILES): CC(C)[C@H](C)NCO.O.O.O.O.O.O.O.O.O.O.O.

> HOMO energy of number 1 (C6H36O11)?

-10.20 eV

> Among the records above, which one has the highest HOMO energy?

number 4

> Look up the HOMO energy of the first one.

-10.20 eV

> Look up the HOMO energy of the second one.

-9.60 eV